Entry 1:
{
  "formula": "C37H39BBrMnN4O4PS2Si",
  "method": "the ωB97M-V functional and the def2-TZVPD basis",
  "species": ["Mn", "C", "N", "C", "C", "N", "B", "N", "C", "C", "N", "C", "C", "S", "C", "S", "H", "H", "H", "H", "H", "H", "H", "H", "H", "H", "H", "H", "O", "C", "O", "C", "P", "C", "C", "C", "C", "C", "C", "C", "C", "C", "C", "C", "C", "H", "H", "H", "H", "H", "H", "H", "H", "H", "H", "H", "H", "Br", "C", "C", "C", "C", "C", "C", "C", "O", "O", "H", "H", "H", "H", "C", "Si", "C", "C", "C", "C", "C", "C", "C", "H", "H", "H", "H", "H", "H", "H", "H", "H", "H", "H"],
  "coordinates": [[0.7129, 0.3238, -0.4340], [2.3584, -0.5279, 3.3906], [1.4556, 0.5427, 3.6973], [1.6218, 1.4456, 4.7101], [0.5870, 2.3210, 4.6321], [-0.2139, 1.9608, 3.5949], [-1.3582, 2.9056, 3.0749], [-2.4946, 2.1196, 2.4125], [-3.4439, 1.3790, 3.0697], [-4.4708, 1.1261, 2.2277], [-4.1561, 1.7153, 1.0293], [-4.9950, 1.7777, -0.1309], [-2.9346, 2.3100, 1.1480], [-2.1710, 3.0727, -0.1231], [0.3194, 0.8811, 3.0359], [-0.3412, 0.0695, 1.6542], [3.3641, -0.2547, 3.7081], [2.3557, -0.7038, 2.3119], [2.0668, -1.4416, 3.9121], [2.4449, 1.3773, 5.3899], [0.3549, 3.1790, 5.2274], [-1.7863, 3.4725, 4.0323], [-0.8430, 3.6198, 2.2744], [-3.3244, 1.1055, 4.0986], [-5.3944, 0.5997, 2.3573], [-6.0400, 1.7349, 0.1770], [-4.7785, 0.9528, -0.8158], [-4.7990, 2.7173, -0.6495], [2.0167, -3.4549, -0.8853], [1.8600, -2.2601, -1.0283], [1.2070, -1.5061, -0.2061], [2.4710, -1.4898, -2.2311], [1.2013, -0.1877, -2.5690], [0.0796, -1.1870, -3.6051], [-0.9411, -1.8929, -2.9759], [-1.7083, -2.7888, -3.6982], [-1.4733, -2.9674, -5.0515], [-0.4725, -2.2476, -5.6861], [0.3072, -1.3618, -4.9655], [1.8550, 1.0482, -3.7164], [3.2068, 1.3100, -3.8951], [3.6013, 2.3729, -4.6907], [2.6533, 3.1823, -5.2942], [1.3027, 2.9486, -5.0853], [0.9045, 1.8899, -4.2941], [2.6773, -2.1465, -3.0769], [3.3998, -1.0190, -1.8890], [-1.1211, -1.7379, -1.9161], [-2.4841, -3.3531, -3.2014], [-2.0628, -3.6755, -5.6149], [-0.2908, -2.3873, -6.7420], [1.0948, -0.8049, -5.4544], [3.9498, 0.6906, -3.4115], [4.6540, 2.5740, -4.8328], [2.9706, 3.9997, -5.9259], [0.5622, 3.6009, -5.5235], [-0.1439, 1.7104, -4.0970], [4.2406, 3.7731, 4.5903], [3.3753, 3.6652, 2.8948], [3.4449, 2.4690, 2.2019], [2.7415, 2.3452, 1.0193], [2.0227, 3.4215, 0.5097], [2.0233, 4.6319, 1.1877], [2.6751, 4.7526, 2.4030], [1.1838, 3.2336, -0.7455], [1.0866, 4.1037, -1.5852], [0.6380, 2.0715, -0.7714], [4.0482, 1.6637, 2.5876], [2.7703, 1.3984, 0.4582], [1.4891, 5.4665, 0.7619], [2.6276, 5.6740, 2.9643], [0.9036, -3.3150, 2.2075], [-0.5722, -2.1160, 2.2181], [-1.2072, -1.8188, 4.0006], [-1.9869, -2.6676, 1.0816], [-2.1355, -4.0133, 0.7429], [-3.1940, -4.4427, -0.0371], [-4.1324, -3.5316, -0.4955], [-4.0120, -2.1943, -0.1551], [-2.9478, -1.7667, 0.6193], [0.9310, -3.8894, 3.1289], [1.8663, -2.8388, 2.0793], [0.8202, -4.0045, 1.3725], [-1.5045, -2.7498, 4.4753], [-2.0796, -1.1680, 3.9728], [-0.4662, -1.3460, 4.6436], [-1.4152, -4.7368, 1.0945], [-3.2898, -5.4916, -0.2820], [-4.9546, -3.8637, -1.1126], [-4.7526, -1.4812, -0.4890], [-2.8591, -0.7200, 0.8709]],
  "atomic_forces_ev_per_a": [[-0.104, -1.213, -0.051], [0.254, -0.481, -0.177], [-0.639, 0.592, 0.053], [-0.200, 0.028, 0.132], [0.301, -0.068, 0.323], [0.262, -0.613, -0.188], [-0.277, 0.189, -0.341], [-0.184, 0.050, -0.054], [-0.587, -0.332, 0.325], [0.029, -0.173, 0.483], [0.256, 0.023, 0.494], [-0.128, 0.007, -0.336], [0.210, 0.409, -1.002], [0.091, 0.204, -0.298], [0.247, -0.176, 0.243], [-0.141, -0.395, 0.071], [-0.083, 0.047, -0.011], [0.013, -0.009, 0.132], [0.020, 0.024, -0.085], [0.171, 0.061, 0.105], [-0.008, 0.168, 0.116], [0.006, 0.153, 0.398], [0.022, 0.190, -0.027], [-0.033, -0.019, 0.211], [-0.116, -0.138, 0.165], [0.038, -0.045, 0.019], [-0.020, 0.095, -0.038], [0.000, -0.116, 0.018], [-0.026, 0.260, -0.063], [0.856, -0.689, -0.972], [-0.606, 0.224, 0.841], [-0.285, 0.118, 0.225], [0.916, -0.545, -1.088], [-0.160, 0.203, 0.366], [0.120, 0.169, 0.106], [-0.130, -0.124, -0.012], [-0.002, -0.044, 0.007], [0.011, -0.031, -0.054], [0.074, 0.062, 0.029], [-0.191, 0.183, 0.325], [-0.063, -0.159, 0.074], [0.107, 0.038, -0.049], [0.038, -0.005, -0.037], [-0.013, 0.016, -0.057], [0.072, -0.118, 0.079], [-0.025, 0.016, 0.137], [-0.089, -0.044, -0.017], [-0.060, -0.098, -0.021], [-0.073, -0.012, 0.046], [-0.080, -0.036, -0.035], [0.003, 0.003, -0.068], [0.033, 0.014, -0.054], [0.073, -0.041, -0.017], [0.041, -0.003, -0.022], [0.003, 0.081, 0.015], [-0.044, 0.040, -0.029], [-0.101, 0.081, -0.048], [0.011, 0.109, -0.144], [0.067, 0.003, 0.158], [0.106, 0.126, 0.044], [-0.025, -0.159, -0.307], [-0.177, -0.035, -0.171], [-0.008, -0.158, -0.139], [0.082, -0.004, 0.131], [0.726, 0.736, 0.354], [-0.113, -0.234, 0.230], [-0.518, 0.745, -0.774], [0.058, -0.128, 0.025], [0.064, 0.364, 0.260], [-0.124, 0.071, -0.022], [0.037, 0.037, 0.026], [-0.519, 0.361, -0.143], [-0.177, -0.075, 0.658], [0.177, -0.103, -0.667], [0.429, 0.263, 0.203], [0.228, 0.066, 0.118], [-0.080, -0.094, -0.051], [0.011, -0.025, 0.024], [-0.092, 0.058, -0.075], [0.177, 0.064, 0.118], [-0.120, -0.043, 0.257], [0.058, 0.156, -0.060], [-0.078, -0.015, -0.173], [-0.015, -0.223, 0.002], [-0.085, 0.064, -0.075], [0.159, 0.030, 0.013], [0.111, -0.124, -0.004], [0.013, -0.035, -0.033], [-0.081, -0.027, -0.023], [-0.016, 0.052, -0.062], [-0.088, 0.159, 0.013]],
  "lowdin_spin": [2.835, 0.000, 0.000, 0.000, 0.000, 0.000, 0.000, 0.000, 0.000, 0.000, 0.000, 0.000, 0.000, 0.004, 0.001, 0.007, 0.000, 0.000, 0.000, 0.000, 0.000, 0.000, 0.000, 0.000, 0.000, 0.000, 0.000, 0.000, 0.010, 0.007, 0.033, -0.004, -0.029, -0.008, 0.002, 0.000, 0.000, 0.000, -0.002, -0.001, -0.002, 0.000, -0.002, 0.000, -0.002, -0.001, 0.000, 0.003, 0.000, 0.000, 0.000, 0.000, 0.000, 0.000, 0.000, 0.000, 0.000, 0.000, 0.001, 0.001, 0.009, 0.003, 0.001, 0.000, 0.016, 0.022, 0.086, 0.000, 0.006, 0.000, 0.000, 0.002, 0.003, -0.001, 0.000, 0.000, 0.000, 0.000, 0.000, 0.001, 0.000, 0.000, 0.000, 0.000, 0.000, 0.000, 0.000, 0.000, 0.000, 0.000, 0.000],
  "homo_lumo_gap_ev": [6.8, 6.9],
  "s_squared": 3.780,
  "spin_multiplicity": 4,
  "homo_energy_ev": [-6.6, -6.6]
}

---

Entry 2:
{
  "formula": "C4H9FLiO2",
  "method": "the ωB97M-V functional and the def2-TZVPD basis",
  "species": ["F", "C", "O", "C", "C", "O", "H", "H", "H", "H", "H", "H", "Li", "C", "H", "H", "H"],
  "coordinates": [[2.1748, -0.6799, -0.5213], [-0.2968, 1.5696, -2.0404], [-0.1833, 1.2751, -0.5896], [-1.3329, 0.7125, -0.0148], [-0.9499, -0.3654, 0.9958], [-0.3248, -1.4497, 0.4106], [0.5818, 2.2221, -2.2257], [-1.1721, 2.2495, -2.1559], [-1.9627, 0.2515, -0.8021], [-1.9475, 1.4963, 0.4747], [-1.8827, -0.6562, 1.5352], [-0.3056, 0.1317, 1.7617], [0.4129, -0.5336, -1.3198], [1.7253, -1.4434, 0.9205], [2.3968, -1.8731, 1.6747], [1.5576, -0.5069, 1.4725], [1.5090, -2.4003, 0.4241]],
  "atomic_forces_ev_per_a": [[0.873, -1.064, 1.754], [0.095, -0.124, -0.134], [0.139, -0.281, 0.375], [-0.381, 0.193, -0.036], [-0.355, -0.445, -0.268], [-1.337, 0.804, -0.129], [-0.202, -0.192, 0.059], [0.120, -0.254, -0.050], [0.158, 0.069, 0.103], [0.070, -0.049, -0.086], [0.149, 0.119, -0.033], [0.060, -0.014, -0.009], [-0.215, 0.594, 0.514], [1.845, -0.379, -0.974], [2.193, 0.078, -0.032], [-1.932, -0.091, -0.940], [-1.281, 1.036, -0.115]],
  "mulliken_charge": [-0.509, -0.662, -0.384, -0.519, -0.335, -0.845, 0.084, 0.078, 0.311, 0.295, 0.300, 0.156, 0.616, -0.242, 0.287, 0.180, 0.190],
  "homo_lumo_gap_ev": 5.3,
  "total_charge": -1,
  "homo_energy_ev": -2.1
}

---

Entry 3:
{
  "formula": "CH3F2N3",
  "method": "the ωB97M-V functional and the def2-TZVPD basis",
  "species": ["C", "N", "N", "N", "F", "F", "H", "H", "H"],
  "coordinates": [[-2.1177, -1.2725, 0.3929], [-0.9830, 1.2088, 0.1846], [-1.1698, -0.0723, -0.1466], [-2.4122, -2.3561, 0.6194], [-0.1159, 1.2152, 1.3543], [2.0571, 0.0449, 0.4751], [-0.2596, -0.5336, -0.2646], [-1.5900, 0.1458, -1.0571], [1.4480, 0.7370, 0.8893]],
  "atomic_forces_ev_per_a": [[1.115, 1.392, 0.170], [-0.576, 1.793, 1.411], [0.203, -0.764, -1.302], [-0.392, -0.408, 0.123], [-0.117, -0.484, -0.188], [-1.880, 1.983, 1.062], [-0.065, -0.672, 0.035], [0.083, -0.806, -0.200], [1.628, -2.033, -1.111]],
  "mulliken_charge": [0.211, -0.580, 0.211, -0.313, -0.273, -0.460, 0.359, 0.402, 0.443],
  "homo_lumo_gap_ev": [9.2, 9.2],
  "de_lowest_kj_mol": 312.3,
  "homo_energy_ev": [-9.9, -9.9]
}

---

Entry 4:
{
  "formula": "C2H2N3OS",
  "method": "the ωB97M-V functional and the def2-TZVPD basis",
  "species": ["N", "C", "N", "C", "O", "S", "N", "H", "H"],
  "coordinates": [[-0.9242, -2.8667, 0.4627], [-0.6673, -1.8530, -0.0950], [-0.8557, -0.7678, -0.8308], [-1.2795, 0.4749, -0.7763], [-1.9467, 1.2108, -1.4201], [-0.0082, 1.6794, 0.3509], [1.6010, 0.6738, 1.0200], [2.4275, 1.5452, 0.9068], [1.6531, -0.0965, 0.3819]],
  "atomic_forces_ev_per_a": [[1.585, 1.413, -0.717], [-2.788, 0.230, 0.382], [-0.228, -0.396, -0.342], [3.556, -1.169, 1.196], [-1.118, 0.099, -0.291], [1.467, -1.257, 0.729], [-0.175, 4.982, 0.300], [-3.014, -3.830, -0.309], [0.715, -0.073, -0.948]],
  "mulliken_charge": [-0.562, 0.454, -0.534, 0.493, -0.505, -0.204, -0.606, 0.234, 0.229],
  "homo_lumo_gap_ev": 8.0,
  "smiles": "N#C/N=C(/[O-])SN",
  "de_lowest_kj_mol": 205.5,
  "total_charge": -1,
  "homo_energy_ev": -4.4
}

---

| no. | calculated total energy (eV) |
| --- | --- |
| 1 | -194032.8491 |
| 2 | -11307.3808 |
| 3 | -10984.6144 |
| 4 | -19458.4660 |